Below is one molecule with the formula C27H51BrN2O3S2, with properties calculated with ωB97M-V/def2-TZVPD.

```
86
Properties=species:S:1:pos:R:3:forces:R:3
C 6.4312 5.1882 2.5890 0.02 -1.12 0.76
C 7.1581 3.6889 2.5819 -0.29 0.47 -0.20
C 8.0940 3.4485 1.2322 -0.22 -0.54 1.01
C 7.8220 1.9198 0.6738 0.09 0.44 -1.51
C 7.9383 1.9200 -0.9894 0.35 0.05 0.72
C 8.1546 0.4018 -1.5992 -0.70 0.47 -0.13
C 6.9981 0.1336 -2.7610 0.57 -0.73 -0.87
C 6.2276 -1.3031 -2.5896 1.00 -0.26 0.62
C 5.3750 -1.4340 -1.1583 0.71 0.19 -1.46
C 5.5616 -2.9875 -0.6684 0.44 0.01 1.05
C 4.2897 -3.6172 0.1520 0.89 -1.08 -0.79
C 2.8201 -3.3359 -0.5171 -0.58 -0.82 1.18
C 1.8467 -2.6723 0.6459 -0.48 -0.11 0.55
C 0.5673 -3.6660 1.0562 -0.34 0.91 0.33
C -0.8367 -2.9350 0.6071 -0.13 -0.29 0.87
C -2.0948 -3.2907 1.6495 -0.39 0.57 -0.96
C -2.8014 -1.9042 2.2438 0.90 -1.01 0.10
C -4.3687 -2.1964 2.6379 0.39 0.46 -0.34
C -5.3332 -1.7753 1.3390 0.21 0.04 0.51
C -6.7867 -1.1691 1.8054 0.27 -0.97 -0.32
C -7.6228 -0.3926 0.6280 -1.17 -0.44 0.31
O -9.0210 -0.4392 1.1713 1.10 -1.27 -2.19
C -7.8069 -1.0804 -0.8488 0.43 -3.96 -1.18
O -8.0020 -2.3970 -1.0183 1.08 8.25 0.55
N -7.7546 0.0014 -1.9366 0.48 -1.41 2.43
C -7.0138 1.2358 -1.3903 -0.20 -1.86 2.32
S -5.2193 0.7257 -1.5946 1.28 0.03 -0.59
N -7.4739 2.5980 -1.8616 1.76 -0.30 -2.21
C -8.3739 2.4849 -3.0970 -1.19 0.32 -1.52
C -6.2956 3.4808 -2.2721 2.58 -0.88 -5.96
C -5.5387 4.5635 -1.2975 -0.20 0.17 -0.30
O -5.8711 3.3328 -3.5543 -2.43 1.40 7.94
C -7.2132 1.1837 0.2627 -2.32 -0.53 -0.10
S -5.8977 1.9950 1.3456 -0.83 0.25 -0.32
Br -8.9835 2.1301 0.6053 1.03 0.64 -0.13
H 5.3677 5.0384 3.1097 2.32 0.63 -1.21
H 6.2966 5.5963 1.4917 0.30 -0.70 2.36
H 7.0914 5.8694 3.2757 -1.43 -0.92 -1.62
H 6.2677 2.8948 2.5925 2.19 1.58 0.04
H 7.8177 3.5910 3.5659 -1.57 0.02 -2.10
H 9.2516 3.5470 1.5040 -2.57 -0.10 -0.65
H 7.8185 4.2954 0.4559 0.55 -1.98 1.35
H 6.7236 1.5487 0.9223 2.34 0.81 -0.33
H 8.5954 1.1447 1.0866 -1.47 1.57 -0.57
H 6.9385 2.4337 -1.3760 2.22 -1.19 0.61
H 8.8620 2.5886 -1.3404 -2.07 -1.32 0.89
H 9.2388 0.3486 -2.0558 -2.27 -0.01 0.78
H 8.1006 -0.4372 -0.7592 -0.03 1.88 -1.67
H 6.1953 0.9819 -2.8327 1.65 -1.45 0.36
H 7.5986 0.1281 -3.7928 -1.56 -0.01 2.06
H 7.0796 -2.1343 -2.5431 -1.76 1.73 -0.16
H 5.5581 -1.5705 -3.5114 1.17 0.65 1.74
H 5.8238 -0.6316 -0.4194 -0.89 -1.87 -1.23
H 4.2723 -1.1084 -1.3780 1.99 -0.84 0.56
H 6.4788 -2.9846 0.0960 -1.86 -0.08 -1.69
H 5.9038 -3.7212 -1.5426 -1.02 1.83 1.66
H 4.4397 -4.8014 0.1369 -0.20 2.54 0.18
H 4.4003 -3.2946 1.2713 -0.64 -0.42 -2.18
H 2.8350 -2.7422 -1.5254 0.15 -0.92 2.12
H 2.3270 -4.3933 -0.7702 1.16 2.32 0.44
H 2.4160 -2.4844 1.6757 -0.87 -0.41 -2.47
H 1.4255 -1.6120 0.3277 0.83 -2.28 0.52
H 0.6434 -4.7323 0.5791 -0.04 2.09 0.76
H 0.5383 -3.8392 2.2357 0.14 0.50 -2.53
H -1.0810 -3.2753 -0.4898 0.30 0.81 2.12
H -0.7271 -1.7573 0.6376 0.02 -2.46 -0.19
H -2.9100 -3.8218 0.9875 1.48 0.77 1.56
H -1.7581 -3.9793 2.5453 -0.68 1.30 -1.94
H -2.6514 -1.0851 1.4146 -0.64 -1.43 1.70
H -2.1684 -1.5761 3.1865 -1.37 -0.56 -1.86
H -4.6455 -1.5712 3.5985 0.38 -1.17 -2.02
H -4.4588 -3.3409 2.9134 0.02 2.35 -0.60
H -5.5353 -2.7236 0.6808 0.43 1.87 1.13
H -4.7119 -0.9865 0.7103 -1.44 -1.58 1.33
H -7.4640 -2.0908 2.1422 1.40 2.16 -0.86
H -6.6715 -0.4627 2.7379 -0.27 -1.18 -2.05
H -9.5803 -0.7511 0.3964 0.70 0.60 1.62
H -7.3370 -0.3303 -2.8514 -0.82 0.38 1.54
H -5.0834 -0.6978 -1.5152 -1.18 1.75 -0.02
H -7.9625 1.7438 -3.9083 -0.69 1.52 1.59
H -8.4753 3.5515 -3.6231 0.45 -2.39 1.38
H -9.4792 2.1602 -2.8382 2.49 0.53 -0.03
H -4.3704 4.4391 -1.4502 -2.60 0.07 0.32
H -5.8339 4.4867 -0.1588 0.55 -0.06 -2.55
H -5.8086 5.6602 -1.6833 0.43 -2.53 0.70
H -6.5667 3.0521 2.0150 0.18 -1.49 -1.09
```
Positions in Å, forces in eV/Å.

Output
HOMO = -9.19 eV
Net charge = 0
Gap between HOMO and LUMO = 9.0740 eV
SMILES = CCCCCCCCCCCCCCCCCCCC[C@]1(O)C(=O)N[C@@](S)(N(C)C(C)=O)[C@@]1(S)Br
E_LUMO = -0.121 eV

Below is C27H51DyNO2Si2 as an isolated structure, with properties calculated with ωB97M-V/def2-TZVPD.

```
84
Properties=species:S:1:pos:R:3:forces:R:3
O -1.2179 -1.5486 -1.0968 1.43 -1.42 -2.30
O 1.8229 1.6240 -3.3315 -1.96 1.96 -1.55
C -0.3673 -2.7175 -1.5631 -0.85 0.91 0.19
C -1.1569 -3.9723 -1.4286 -0.71 -0.58 0.18
H 0.5389 -2.7171 -0.9599 -0.07 0.21 0.24
H -0.0804 -2.4992 -2.5819 0.12 -0.01 -0.09
H -1.4100 -4.1937 -0.3867 0.24 0.03 -0.10
H -0.6270 -4.8241 -1.8579 0.09 0.07 0.08
H -2.1171 -3.8986 -1.9486 0.15 0.04 -0.11
C -2.2460 -1.0518 -2.0065 0.35 -0.52 0.13
C -1.9073 -1.2907 -3.4522 -0.43 0.28 -0.75
H -2.3236 0.0283 -1.7865 -0.11 -0.59 -0.14
H -3.1551 -1.5994 -1.7347 -0.09 0.45 -0.06
H -0.8959 -1.0063 -3.7466 0.04 -0.18 0.26
H -2.5404 -0.6364 -4.0430 -0.29 0.16 -0.08
H -2.1597 -2.2953 -3.8014 0.33 0.01 0.22
C 0.6555 2.5955 -3.3834 1.62 -1.03 -0.41
C 2.4245 0.8323 -4.3900 0.33 0.61 0.66
C -0.5162 2.1039 -4.1792 -0.50 -0.07 -0.50
H 1.1014 3.5082 -3.7821 -0.36 0.08 0.02
H 0.3351 2.7710 -2.3466 0.61 -0.26 -0.12
H -0.2641 1.9843 -5.2321 -0.27 0.19 0.21
H -1.3330 2.8311 -4.1171 0.12 -0.01 0.05
H -0.9123 1.1430 -3.8303 0.25 0.23 0.13
C 1.8457 1.0023 -5.7648 0.04 -0.31 0.08
H 2.4270 -0.2108 -4.0367 -0.31 0.22 -0.17
H 3.4625 1.1530 -4.3437 0.20 -0.02 -0.35
H 0.8527 0.5411 -5.7641 0.31 0.03 -0.52
H 2.5219 0.4796 -6.4621 -0.44 0.29 0.09
H 1.7669 2.0684 -6.0235 0.10 -0.41 -0.12
H 2.2290 1.1047 -2.1988 -0.05 -2.19 2.55
Dy -0.9876 -0.7046 0.8337 2.43 0.64 1.78
C 2.0979 0.3213 -1.2371 -1.70 -1.44 1.64
Si 3.3906 0.3372 0.1471 0.40 1.22 0.75
H 1.8519 -0.7623 -1.4423 0.35 0.80 -0.67
H 1.0724 0.6473 -0.7989 1.16 0.05 -0.35
C 4.9440 -0.5266 -0.3891 -0.03 -0.23 -0.71
C 3.3994 -0.1884 2.0207 -0.40 -0.28 -0.18
C 3.6099 2.2140 0.1727 0.45 0.20 0.22
C -2.8174 -1.8238 1.3821 -0.70 -0.82 -0.26
Si -3.8093 -0.2675 1.3582 -1.67 -1.16 1.16
H -2.6830 -2.2556 2.3783 -0.15 0.21 0.03
H -3.1844 -2.6259 0.7090 0.09 0.53 0.24
C -5.2876 -0.3584 0.2288 -0.27 0.09 -0.36
C -2.8353 1.2089 0.6941 0.55 0.79 -0.01
C -4.3057 0.1009 3.1409 0.08 0.26 -0.13
H 3.0878 2.6548 -0.6891 0.32 0.04 0.23
H 4.6886 2.4282 0.1078 -0.31 0.26 -0.02
H 3.2268 2.6828 1.0908 0.16 -0.13 -0.24
H 4.8781 -1.6058 -0.2144 -0.01 0.07 0.02
H 5.7997 -0.1516 0.1767 -0.03 0.01 -0.11
H 5.1009 -0.3825 -1.4613 0.29 0.00 0.03
H 2.5847 -0.8681 2.3196 0.33 0.19 -0.03
H 3.3662 0.6883 2.6967 -0.04 -0.34 -0.42
H 4.3622 -0.7196 2.2087 -0.67 0.37 -0.19
H -2.9197 1.3381 -0.3990 0.01 0.08 0.49
H -1.7852 1.3727 1.0113 -0.54 0.37 -0.19
H -3.3165 2.0615 1.1933 -0.06 -0.05 -0.31
H -5.1953 0.7530 3.1710 0.37 -0.18 0.15
H -3.4766 0.5934 3.6789 -0.33 -0.13 -0.06
H -4.5271 -0.8468 3.6589 0.02 0.40 -0.21
H -6.0924 0.3005 0.5800 0.15 -0.09 -0.13
H -5.6901 -1.3733 0.1631 0.04 0.10 0.13
H -5.0272 -0.0540 -0.7930 -0.11 0.01 0.11
C 0.9004 3.5097 2.4009 -0.28 -0.33 -0.84
C 1.1919 3.1868 3.7132 0.10 -0.64 0.38
C 0.9908 1.8905 4.1777 -0.50 0.08 -0.65
C 0.4431 0.9247 3.3146 0.21 0.20 0.10
N 0.1217 1.2736 2.0438 0.32 -0.11 -0.04
C 0.3802 2.5220 1.5792 -0.36 -0.76 1.26
C 0.2759 -0.5083 3.7394 -0.51 -0.38 1.72
C 0.2380 -0.8726 5.1290 0.40 1.32 -1.08
C 0.2206 -2.2076 5.5041 -0.21 0.37 0.92
C 0.1480 -3.1893 4.5351 0.41 -0.47 -1.31
C 0.1237 -2.8460 3.1535 -0.46 -0.66 1.93
C 0.1308 -1.5224 2.7914 0.24 1.17 -1.94
H 1.0549 4.4890 1.9815 0.13 0.20 0.12
H 1.6109 3.9254 4.3742 0.03 0.19 0.13
H 1.1990 1.6084 5.1955 0.24 0.12 0.07
H 0.0727 2.7043 0.5558 0.18 0.13 -0.02
H 0.2351 -0.0621 5.8763 0.06 -0.68 -0.20
H 0.2420 -2.4576 6.5879 -0.09 0.10 -1.00
H 0.1432 -4.2342 4.8281 -0.03 0.06 0.01
H 0.0030 -3.6310 2.4011 0.07 0.10 0.30
```
Positions in Å, forces in eV/Å.

Output
HOMO (spin up / spin down) = -10.55 / -10.53 eV
2S+1 = 6
Net charge = +1
Expectation value of S² = 9.33
Gap between HOMO and LUMO (spin up / spin down) = 8.2619 / 8.2725 eV
E_LUMO (spin up / spin down) = -2.283 / -2.262 eV

Below is a 9-piece molecular cluster, C27H51F5O31P4 overall, with properties calculated with ωB97M-V/def2-TZVPD.

```
118
Properties=species:S:1:pos:R:3:forces:R:3
O -19.5782 -3.7983 -10.0526 -0.83 -0.06 -0.17
C -18.4223 -3.5925 -10.0905 0.60 0.27 0.52
O -17.6820 -3.4198 -11.2000 0.04 -0.17 -0.50
C -16.3460 -3.1952 -10.8172 1.51 0.70 0.75
C -16.3052 -3.6448 -9.3506 1.28 0.73 -1.50
F -15.4697 -2.7728 -8.6862 -0.58 -0.09 0.35
O -17.6393 -3.4884 -8.9681 0.09 -0.62 0.24
H -15.5481 -3.6460 -11.4073 -0.74 -0.78 -0.34
H -16.0401 -2.1423 -10.8408 -0.75 0.19 0.04
H -15.8394 -4.6264 -9.2571 -0.65 -0.15 0.66
O -13.1696 -7.5840 0.0687 0.05 0.09 0.86
C -13.5691 -7.3011 -1.0031 0.46 -0.05 -0.73
O -13.7689 -6.0611 -1.4825 -0.13 0.12 0.26
C -14.4238 -6.1626 -2.7235 -1.23 -0.02 -1.09
C -14.2331 -7.6183 -3.1619 1.21 1.19 0.82
F -13.1678 -7.6878 -4.0376 -0.46 -0.27 -0.19
O -13.7933 -8.2207 -1.9712 -0.71 -0.56 -0.42
H -15.4938 -5.9557 -2.6450 0.02 -0.07 0.54
H -14.0612 -5.4526 -3.4630 0.58 -0.09 0.15
H -15.1260 -8.0746 -3.5723 0.10 -0.36 -0.13
O -19.8935 -14.1088 -8.2463 -0.01 -0.04 -1.45
C -19.8148 -14.1021 -7.0820 -0.14 0.29 1.61
O -18.9167 -14.7385 -6.3236 0.27 -0.51 -0.01
C -19.2699 -14.6441 -4.9267 -1.04 0.35 -1.17
C -20.1400 -13.3706 -4.9721 1.23 -0.27 -0.19
F -19.2313 -12.3259 -4.8684 -0.62 0.12 0.03
O -20.6698 -13.4069 -6.2523 -0.08 0.27 -0.24
H -19.9123 -15.4964 -4.7018 0.43 -0.18 0.40
H -18.3224 -14.5620 -4.4160 -0.21 -0.02 0.59
H -20.9737 -13.2191 -4.2968 0.20 -0.08 0.39
O -17.4899 -8.6576 -4.1727 1.23 -0.41 0.85
C -18.4251 -8.6628 -4.8881 -1.02 0.74 -0.54
O -18.6390 -7.7447 -5.8359 0.05 0.23 -0.77
C -19.9897 -7.8569 -6.2772 -1.20 -0.22 0.40
C -20.3511 -9.2716 -5.8674 0.00 0.55 0.22
F -20.0797 -10.1737 -6.8572 -0.11 -0.21 -0.16
O -19.4653 -9.5213 -4.8050 -0.12 -0.26 0.02
H -20.6015 -7.1496 -5.7219 0.06 -0.08 0.25
H -20.2470 -7.6977 -7.3171 1.07 0.02 -0.43
H -21.3836 -9.3840 -5.5525 0.03 -0.15 0.16
O -14.5071 -9.9693 -10.2476 0.72 0.21 -0.54
C -15.6463 -10.1714 -10.0442 -0.68 -0.26 1.20
O -16.1399 -11.3364 -9.5584 0.20 -0.03 -0.18
C -17.5362 -11.2397 -9.3576 -0.60 0.38 -0.48
C -17.8576 -9.7669 -9.6585 0.48 -0.60 -0.63
F -18.2403 -9.1112 -8.5413 0.01 0.38 0.09
O -16.6430 -9.2493 -10.1357 0.20 0.11 -0.05
H -18.0731 -11.8621 -10.0732 0.15 -0.26 0.13
H -17.8029 -11.5101 -8.3403 0.04 0.02 0.06
H -18.5624 -9.6151 -10.4732 -0.46 0.09 0.39
C -15.9124 -6.9108 2.1528 0.97 -0.76 0.37
O -16.5348 -8.0439 1.5154 0.07 1.20 -0.08
P -17.0684 -7.9316 0.0146 0.22 -1.33 0.94
O -16.9983 -6.6459 -0.6773 0.01 0.45 0.22
O -18.5092 -8.5743 0.2135 0.22 0.33 -0.71
C -19.5116 -7.7740 0.8683 0.80 0.49 0.28
O -16.1845 -9.0510 -0.6268 -0.40 -0.39 -0.14
C -16.5975 -10.1314 -1.4784 0.21 0.57 -0.10
H -15.4832 -6.2297 1.4217 -0.54 0.34 0.02
H -15.0431 -7.2855 2.7019 -0.17 -0.17 -0.05
H -16.5895 -6.4971 2.8959 -0.15 0.40 -0.34
H -19.3735 -7.8736 1.9486 -0.59 -0.62 -0.06
H -20.4500 -8.0982 0.4359 -0.29 0.10 0.47
H -19.3430 -6.6982 0.7384 -0.12 -0.14 -0.66
H -15.8715 -10.1381 -2.2875 -0.01 -0.35 0.01
H -17.5734 -9.9373 -1.8989 -0.10 0.01 -0.01
H -16.6007 -11.0532 -0.9035 0.07 -0.05 -0.02
C -19.0308 -11.2284 2.3776 -0.39 -0.19 1.41
O -20.2668 -10.7474 1.8131 0.33 0.20 -0.25
P -20.7676 -11.3022 0.4502 0.20 -0.37 -1.99
O -21.9865 -10.7353 -0.1258 -0.59 0.02 0.67
O -19.5801 -11.1162 -0.5861 0.78 0.15 0.80
C -19.7496 -11.2012 -1.9955 -0.32 0.09 0.25
O -20.7451 -12.8809 0.6637 -0.38 0.18 0.32
C -21.4348 -13.7651 -0.2207 -0.21 -0.62 0.58
H -18.3361 -10.4167 2.5800 0.02 0.17 -0.74
H -18.6169 -12.0502 1.8065 0.22 0.13 -0.16
H -19.3008 -11.5857 3.3767 0.03 -0.27 -0.21
H -19.5580 -10.2220 -2.4251 -0.06 -0.04 -0.12
H -20.7752 -11.4957 -2.2213 0.04 -0.01 -0.22
H -19.0296 -11.9229 -2.3727 -0.03 -0.01 -0.11
H -21.9937 -14.4368 0.4334 -0.07 -0.04 -0.20
H -20.7182 -14.3728 -0.7733 0.10 0.20 -0.10
H -22.1436 -13.2808 -0.8893 0.14 0.31 0.04
C -10.5095 -6.6437 -8.5473 0.58 0.01 -0.14
O -11.8591 -6.3940 -8.9086 -0.28 -0.03 -0.22
P -12.9594 -6.0594 -7.8320 0.61 0.24 -0.62
O -14.2347 -5.7112 -8.4585 -0.14 -0.27 0.23
O -12.9449 -7.2727 -6.8193 -0.09 0.37 -0.10
C -13.8741 -8.3392 -6.9784 -0.84 -0.55 0.50
O -12.2535 -4.8923 -7.0146 -0.26 -0.62 -0.11
C -13.1145 -4.0012 -6.3291 0.48 0.83 1.61
H -10.3455 -6.4674 -7.4870 0.10 -0.12 0.03
H -9.8659 -5.9813 -9.1264 -0.12 0.18 0.09
H -10.2267 -7.6561 -8.8309 -0.23 -0.13 0.20
H -14.2520 -8.4652 -7.9910 0.37 0.10 -0.19
H -14.7508 -8.1757 -6.3438 0.12 0.22 0.00
H -13.4088 -9.2529 -6.6172 0.21 0.04 -0.20
H -13.1374 -3.0504 -6.8524 -0.57 -0.13 -0.30
H -12.6742 -3.7632 -5.3503 0.29 -0.21 -0.23
H -14.0798 -4.4235 -6.0572 -0.24 0.05 -0.69
C -23.3958 -4.0687 -2.3807 -0.81 0.83 0.53
O -22.9062 -4.9817 -3.3500 0.05 0.18 -0.59
P -22.1759 -6.2744 -2.8517 -0.37 -0.65 1.19
O -21.7929 -7.2556 -3.8633 0.09 0.06 -0.64
O -21.0142 -5.7326 -1.9495 0.61 0.58 0.14
C -19.6464 -6.0662 -2.1914 0.63 -0.57 0.32
O -23.1515 -6.8347 -1.7367 -0.46 -0.21 -0.02
C -23.6722 -8.1823 -1.7812 0.48 0.04 -0.74
H -23.5467 -3.0822 -2.8191 0.35 -0.17 -0.38
H -22.7295 -3.9541 -1.5274 0.12 -0.17 -0.06
H -24.3867 -4.3632 -2.0280 0.17 -0.34 0.03
H -18.9816 -5.5379 -1.5122 -0.40 0.44 0.01
H -19.3401 -5.8540 -3.2149 -0.13 -0.12 -0.04
H -19.4759 -7.1122 -1.9211 -0.10 -0.06 -0.46
H -24.6808 -8.1978 -2.1945 -0.14 0.25 0.37
H -23.5998 -8.5962 -0.7832 -0.12 -0.08 0.00
H -23.0674 -8.7539 -2.4881 0.08 -0.16 0.31
```
Positions in Å, forces in eV/Å.

Output
HOMO = -10.61 eV
Net charge = 0
Gap between HOMO and LUMO = 10.6618 eV
Energy relative to the best compared isomer or geometry (same formula, charge and spin) = 0.000 eV
SMILES = O=C1OC[C@@H](F)O1.O=C1OC[C@@H](F)O1.O=C1OC[C@@H](F)O1.O=C1OC[C@@H](F)O1.O=C1OC[C@@H](F)O1.COP(=O)(OC)OC.COP(=O)(OC)OC.COP(=O)(OC)OC.COP(=O)(OC)OC
E_LUMO = 0.050 eV

| no. | calculated total energy (Eh) |
| --- | --- |
| 1 | -4764.431360 |
| 2 | -2728.345007 |
| 3 | -5257.046316 |